Record 1
The following is a DFT calculation (the ωB97M-V functional and the def2-TZVPD basis) of C43H35Cl2N4O6P2TeTi as an isolated structure.

Values from the calculation:
- Charge: -1
- Orbital gap (alpha / beta): 6.02 / 6.35 eV
- HOMO (alpha / beta): -0.153 / -0.165 hartree
- Energy: -5050.82285 a.u.
- Spin multiplicity: 3

XYZ file:
```
94
Properties=species:S:1:pos:R:3:forces:R:3:mulliken_spin:R:1
Ti 0.055 0.397 -2.595 0.549 0.689 1.739 1.674
Te -2.357 -0.331 2.151 0.366 -0.004 0.011 0.006
C -1.291 -0.654 3.946 -0.045 0.027 0.023 0.001
C -1.855 -1.361 5.002 -0.031 0.027 -0.021 -0.001
C -1.129 -1.518 6.173 0.045 0.025 0.010 0.000
N 0.092 -1.022 6.363 -0.014 0.015 -0.031 0.000
C 0.620 -0.338 5.346 -0.037 -0.033 0.046 0.000
C -0.017 -0.132 4.133 0.031 0.014 0.019 0.001
C -0.674 -0.472 0.818 -0.952 0.356 -0.523 -0.035
P -0.654 0.990 -0.250 -0.262 -0.248 0.997 0.021
C 0.040 2.351 0.780 0.046 -0.102 0.001 -0.003
C -0.659 2.895 1.864 0.030 0.017 0.003 -0.002
C -0.066 3.843 2.683 0.013 -0.013 -0.020 0.001
C 1.236 4.265 2.438 -0.006 -0.002 0.015 0.000
C 1.939 3.736 1.369 0.004 -0.002 -0.030 0.002
C 1.340 2.791 0.543 -0.048 0.044 -0.046 0.009
C -2.376 1.630 -0.542 0.062 0.060 -0.004 -0.049
C -2.713 2.982 -0.497 -0.015 -0.009 -0.055 0.039
C -3.981 3.420 -0.867 0.033 0.010 -0.018 0.001
C -4.933 2.514 -1.306 0.011 -0.029 -0.005 0.004
C -4.612 1.163 -1.355 -0.010 0.014 0.003 -0.002
C -3.353 0.728 -0.976 0.021 -0.040 0.025 0.051
P -0.982 -1.876 -0.368 0.492 -0.415 0.737 0.024
C -1.435 -3.271 0.771 -0.134 0.159 -0.063 0.015
C -2.346 -4.222 0.330 -0.023 -0.004 0.002 -0.001
C -2.740 -5.269 1.158 0.013 0.002 -0.018 0.001
C -2.223 -5.371 2.439 0.019 0.021 0.015 0.000
C -1.292 -4.436 2.882 0.008 -0.003 -0.021 0.001
C -0.903 -3.396 2.054 0.077 -0.092 -0.026 -0.001
C 0.721 -2.544 -0.685 -0.137 -0.019 -0.103 0.009
C 0.913 -3.261 -1.866 -0.013 0.051 0.041 0.003
C 2.143 -3.833 -2.153 0.021 0.002 0.012 -0.002
C 3.195 -3.697 -1.257 -0.023 -0.011 0.000 0.003
C 3.006 -3.002 -0.070 -0.017 -0.035 0.011 0.000
C 1.773 -2.431 0.214 0.079 0.031 -0.004 0.004
H -2.844 -1.792 4.912 0.020 -0.052 0.014 0.000
H -1.546 -2.079 7.004 -0.031 -0.003 -0.006 0.000
H 1.608 0.077 5.522 -0.017 -0.013 -0.008 0.000
H 0.464 0.432 3.343 -0.014 -0.011 0.008 0.000
H -1.669 2.566 2.069 0.016 0.012 0.006 0.000
H -0.621 4.251 3.518 0.001 -0.010 0.008 0.000
H 1.701 5.000 3.084 -0.003 -0.004 0.008 0.000
H 2.959 4.044 1.179 0.001 -0.005 -0.011 0.000
H 1.907 2.370 -0.277 0.050 -0.035 0.040 -0.008
H -1.977 3.710 -0.177 -0.017 0.011 0.037 0.001
H -4.220 4.476 -0.817 0.006 0.003 0.000 0.000
H -5.912 2.855 -1.619 -0.009 0.004 0.028 0.000
H -5.344 0.444 -1.704 0.003 -0.006 0.005 0.000
H -3.114 -0.329 -1.045 0.019 0.001 -0.004 -0.022
H -2.756 -4.139 -0.670 -0.033 0.026 0.017 0.000
H -3.458 -5.998 0.803 -0.002 0.003 -0.006 0.000
H -2.541 -6.173 3.094 0.018 -0.018 -0.011 0.000
H -0.872 -4.513 3.878 -0.014 0.005 0.010 0.000
H -0.184 -2.667 2.407 -0.018 0.001 -0.011 -0.002
H 0.091 -3.343 -2.569 0.025 0.004 -0.030 0.003
H 2.290 -4.365 -3.085 -0.009 -0.010 0.003 0.000
H 4.162 -4.128 -1.485 0.002 0.004 -0.004 0.000
H 3.822 -2.897 0.637 0.007 0.024 -0.003 0.000
H 1.632 -1.874 1.134 -0.030 0.016 -0.016 0.001
O -4.179 0.972 -6.332 -0.110 0.240 -0.119 0.000
C -3.818 2.188 -5.963 -0.077 -0.056 -0.012 -0.001
O -4.263 3.185 -6.482 -0.003 0.040 0.010 0.000
C -2.824 2.286 -4.860 -0.064 -0.243 -0.107 0.023
C -2.353 3.464 -4.338 0.141 0.114 0.052 0.040
N -1.434 3.147 -3.406 -0.153 0.055 0.154 0.058
N -1.302 1.825 -3.257 -1.098 0.610 -1.069 -0.125
C -2.137 1.282 -4.149 -0.067 0.330 0.159 0.052
C -2.102 -0.198 -4.245 0.082 -0.532 0.173 0.045
O -2.851 -0.803 -5.017 -0.010 0.077 0.013 0.039
O -1.215 -0.727 -3.482 -1.527 -0.578 -1.162 0.029
H -3.699 0.251 -5.822 0.051 -0.128 0.052 -0.002
H -2.603 4.481 -4.583 -0.028 -0.002 0.024 0.004
H -1.020 3.760 -2.723 0.079 -0.030 -0.060 0.006
N 3.324 0.346 -0.309 0.048 0.064 0.023 0.006
C 3.970 0.255 0.918 0.019 0.064 -0.050 0.002
C 5.363 0.169 0.987 0.010 0.009 0.020 0.001
C 6.007 0.152 2.214 -0.052 -0.005 -0.031 0.000
C 5.280 0.215 3.396 0.023 -0.017 0.010 0.000
C 3.894 0.285 3.329 0.022 0.000 -0.030 0.000
C 3.240 0.302 2.108 -0.023 -0.037 0.060 0.000
H 2.368 0.006 -0.309 0.170 -0.045 -0.040 0.028
H 3.846 -0.044 -1.080 -0.088 -0.127 -0.025 0.001
H 5.934 0.108 0.067 0.007 0.022 0.004 0.000
H 7.088 0.081 2.243 0.003 0.001 0.012 0.000
H 5.784 0.197 4.353 -0.005 0.007 0.002 0.000
H 3.311 0.322 4.241 0.022 -0.009 -0.027 0.000
H 2.157 0.338 2.059 0.009 0.030 -0.035 0.002
Cl 0.862 0.790 -5.297 0.501 0.155 -0.410 0.000
C 2.266 1.207 -4.282 -0.077 -0.227 0.211 0.062
Cl 1.727 2.388 -3.019 0.350 0.280 -0.340 -0.008
C 2.691 -0.076 -3.499 -0.039 0.112 0.201 -0.017
O 3.781 -0.548 -3.726 0.100 0.023 -0.051 0.009
O 1.799 -0.449 -2.655 1.659 -0.648 -0.410 -0.001
H 3.048 1.649 -4.885 0.005 0.005 0.006 0.002
```
Forces are in eV/Å.

***

Record 2
The following is a DFT calculation (the ωB97M-V functional and the def2-TZVPD basis) of C6H10O as an isolated structure.

Values from the calculation:
- Orbital gap (alpha / beta): 8.63 / 8.63 eV
- HOMO (alpha / beta): -0.324 / -0.324 hartree
- Energy: -309.55200 a.u.

XYZ file:
```
17
Properties=species:S:1:pos:R:3:forces:R:3:mulliken_charge:R:1
C -1.163 0.521 1.516 0.526 1.357 -0.269 -1.201
C -0.353 -0.034 0.413 -0.181 -0.272 -1.499 0.927
C -0.581 -0.717 -1.436 -0.456 -0.511 1.078 -0.738
C 0.847 -0.241 -1.393 -0.296 0.698 0.249 0.062
C 0.263 0.892 -0.558 3.333 2.673 1.846 -0.780
O 1.574 -1.031 -0.474 0.076 -0.154 -0.062 -0.460
C 0.774 -1.021 0.713 -0.265 -0.103 0.052 -0.705
H -2.254 0.325 1.495 0.612 1.060 -0.291 0.221
H -0.348 2.380 1.300 -1.408 -2.679 0.462 0.119
H -0.793 0.349 2.534 0.090 -0.189 -0.440 0.318
H -0.843 -1.753 -1.286 0.305 -0.376 -0.211 0.300
H -1.197 -0.238 -2.216 0.028 0.082 0.969 0.314
H 1.424 0.026 -2.278 -0.109 -0.420 0.099 0.448
H -0.391 1.567 -1.116 0.308 0.074 0.498 0.163
H 1.261 1.725 0.297 -2.445 -1.510 -2.203 0.317
H 0.387 -2.029 0.914 0.067 0.104 -0.013 0.287
H 1.392 -0.720 1.575 -0.185 0.167 -0.265 0.407
```
Forces are in eV/Å.

***

Record 3
The following is a DFT calculation (the ωB97M-V functional and the def2-TZVPD basis) of C16H20N4O4 in the gas phase.

Values from the calculation:
- Orbital gap: 8.47 eV
- HOMO: -0.311 hartree
- Energy: -1141.45286 a.u.
- SMILES string: NC(=O)CC[C@H](NC(=O)[C@@H](N)Cc1c[nH]c2ccccc12)C(=O)O

XYZ file:
```
44
Properties=species:S:1:pos:R:3:forces:R:3:mulliken_charge:R:1
N -4.140 2.119 -0.442 -2.679 0.546 -3.376 -0.320
C -4.984 1.033 -0.925 -0.494 1.531 -1.842 0.358
O -5.867 1.226 -1.901 4.553 -1.270 5.267 -0.645
C -4.677 -0.425 -0.167 -4.475 -0.166 -0.643 -0.660
C -3.269 -1.128 -0.389 -1.518 -1.531 1.003 -0.311
C -2.116 -0.173 -0.186 1.581 1.628 -2.984 -0.330
N -0.840 -0.738 -0.757 1.628 -2.131 2.050 -0.051
C -0.098 -1.590 0.054 -0.964 -4.126 0.182 0.199
O -0.310 -2.059 1.314 0.286 2.455 -5.672 -0.746
C 1.008 -2.443 -0.813 0.101 1.581 -0.715 0.412
N 1.450 -1.698 -2.058 3.315 0.759 3.810 -0.750
C 2.192 -2.409 0.134 -0.694 2.373 1.599 -1.415
C 2.526 -0.983 0.650 -2.360 1.113 -0.349 0.574
C 1.784 -0.223 1.576 1.600 -0.330 -0.433 -0.862
N 2.401 1.004 1.664 -4.516 2.559 4.076 0.017
C 3.299 1.151 0.755 4.238 3.705 -3.861 -0.871
C 3.993 2.390 0.316 -1.030 -0.563 1.591 -0.554
C 4.703 2.339 -0.874 -1.440 5.429 0.344 -0.272
C 4.904 1.179 -1.580 0.450 -0.107 -3.617 -0.772
C 4.241 0.047 -1.189 -0.260 -0.565 0.469 0.287
C 3.420 0.009 -0.033 -0.015 -1.151 1.194 0.741
C -2.065 0.420 1.324 0.006 2.322 0.667 0.520
O -2.418 1.620 1.497 1.333 -3.729 -0.308 -0.707
O -1.688 -0.315 2.397 -1.025 1.329 -1.650 -0.496
H -3.304 2.123 0.226 -1.655 -0.477 -0.861 0.316
H -4.362 3.018 -1.058 0.801 -2.616 2.009 0.224
H -5.185 -0.391 0.973 2.297 0.304 -2.713 0.346
H -5.558 -1.131 -0.610 2.335 1.548 0.587 0.334
H -3.259 -1.812 0.495 0.253 0.078 -0.731 0.227
H -3.176 -1.878 -1.317 -0.301 2.288 1.727 0.343
H -2.102 0.642 -1.031 -1.319 -0.452 2.519 0.370
H -0.577 -0.696 -1.859 -0.980 0.019 4.077 0.229
H 0.782 -3.549 -1.044 -0.468 1.895 0.418 0.268
H 2.242 -0.950 -1.522 -3.662 -2.003 -3.036 0.204
H 0.758 -1.291 -2.663 0.073 0.278 -0.072 0.254
H 1.904 -3.037 0.956 0.645 -0.440 0.431 0.494
H 3.144 -2.494 -0.262 1.652 -2.240 -1.433 0.560
H 0.908 -0.351 2.205 0.549 -0.543 -0.202 0.573
H 1.889 1.863 2.121 1.638 -2.501 -1.097 0.348
H 3.906 3.382 0.927 -0.110 -2.006 -1.355 0.234
H 4.676 3.530 -1.375 1.226 -3.801 1.254 0.150
H 5.387 1.265 -2.674 -1.062 -0.467 2.769 0.224
H 4.185 -0.777 -1.862 0.454 -0.728 -0.340 0.535
H -1.245 -1.192 2.152 0.014 0.202 -0.756 0.423
```
Forces are in eV/Å.

***

Record 4
The following is a DFT calculation (the ωB97M-V functional and the def2-TZVPD basis) of C4H7NO in the gas phase.

Values from the calculation:
- Orbital gap: 9.81 eV
- HOMO: -0.323 hartree
- Energy: -286.55684 a.u.
- SMILES string: C1=NCCCO1

XYZ file:
```
13
Properties=species:S:1:pos:R:3:forces:R:3:mulliken_charge:R:1
C 1.193 0.375 -1.134 -0.696 -0.330 -0.362 0.096
N 0.187 -0.325 -1.437 0.930 -1.380 -0.865 -0.534
C -0.623 -0.995 -0.437 -0.201 -0.046 0.100 -0.429
C -0.378 -0.393 0.950 0.328 0.259 -0.134 -0.524
C -0.128 1.083 0.605 0.725 0.273 0.235 -0.463
O 1.218 1.217 -0.084 -1.644 -0.722 0.400 -0.365
H 2.107 0.246 -1.735 -0.279 1.080 0.235 0.374
H -0.295 -2.043 -0.525 -0.311 0.206 0.341 0.289
H -1.684 -0.978 -0.713 0.140 0.169 0.029 0.321
H 0.543 -0.782 1.394 -0.049 -0.083 -0.066 0.272
H -1.185 -0.586 1.680 0.225 0.397 -0.444 0.323
H -1.013 1.431 0.014 1.187 0.079 -0.074 0.305
H 0.058 1.752 1.424 -0.354 0.099 0.606 0.336
```
Forces are in eV/Å.

***

For the records above, the corresponding molecular weight values read 1012.1; 98.1; 332.4; 85.1 g/mol.